DFT (the ωB97M-V functional and the def2-TZVPD basis) results for an isolated ion of composition C6H12N3 and charge +1.

The HOMO-LUMO gap comes out at 7.3 eV. The calculation puts the relative energy (zero: lowest compared OMol25 entry of this formula, charge and spin) at 143.4 kcal per mole. Its electronic energy is -10875.0995 eV. The total charge is +1.

Atoms and positions in Å:
C -0.082507 -1.262642 -0.426895
C -1.430392 0.669807 1.406423
C 1.961487 -2.567382 0.172506
C -1.284840 -0.618506 2.250086
C 0.502002 1.620973 -2.187657
C 1.034328 0.823515 -1.033745
N 0.903666 -1.993081 0.083577
N 0.064805 0.083634 -0.320735
N -0.856505 0.865315 0.256094
H -0.775884 -1.836788 -0.919379
H -2.181965 1.310979 1.827495
H 2.329276 -3.175838 0.984868
H -1.755553 -0.672358 3.200208
H -0.206748 -0.647150 2.510986
H -1.512431 -1.405180 1.552625
H -0.146314 1.134984 -2.823334
H 0.010413 2.444811 -1.648046
H 1.320087 1.968338 -2.744961
H 1.776886 0.046109 -1.391949
H 1.488455 1.613037 -0.343995
H -1.158266 1.597421 -0.404171

Forces on the atoms, in the same order (eV/Å):
2.8 -1.8 2.1
-0.5 -1.8 1.0
-1.0 0.3 0.1
2.5 1.9 -1.6
0.0 1.1 2.4
2.7 0.1 -0.5
0.4 0.3 -1.1
-0.4 0.0 0.3
-1.8 0.5 1.2
-2.0 -0.6 -1.3
-0.2 0.9 -0.8
0.1 0.0 0.2
-1.1 0.4 0.4
-0.3 -0.5 -0.4
-0.1 -0.7 0.2
-1.5 -1.3 -1.3
-0.1 0.4 -1.1
1.0 0.9 -0.7
-0.5 1.1 0.7
0.0 -1.5 -0.7
0.0 0.2 1.0

DFT (the ωB97M-V functional and the def2-TZVPD basis) results for C6H12N3O as an isolated structure.

The HOMO-LUMO gap comes out at 10.1 eV. The calculation puts the relative energy (zero: lowest compared OMol25 entry of this formula, charge and spin) at 87.5 kcal per mole. Its electronic energy is -12925.7228 eV. The total charge is +1.

Atoms and positions in Å:
C -0.245749 -0.068569 -0.773333
C 1.191486 -0.424142 -0.461073
C -0.518279 -1.531743 -0.471418
C -1.810211 1.601221 -0.263267
C 1.649968 -2.891380 -0.311453
C -1.677467 2.966737 1.668521
N -0.716638 0.998771 -0.033570
N 0.863586 -1.679339 -0.149384
N 2.299563 0.267924 -0.297696
O -2.277314 2.536067 0.501607
H -0.521159 0.125017 -1.893126
H -1.378679 -1.689619 0.263208
H -0.673185 -2.269812 -1.289545
H -2.562125 1.470954 -0.947880
H 1.323323 -3.646288 0.450409
H 1.211321 -3.306667 -1.281308
H 2.743633 -2.717460 -0.487396
H -1.416478 4.077753 1.762634
H -0.690111 2.441286 1.853772
H -2.315076 2.759031 2.503177
H 2.463607 1.267112 -0.403293
H 3.055983 -0.286854 0.060416

Forces on the atoms, in the same order (eV/Å):
-0.5 1.1 -4.0
-1.0 0.9 0.6
-2.7 -1.9 0.2
1.9 -0.4 1.9
-1.2 -1.4 -1.2
3.3 0.9 2.1
-0.6 0.9 1.4
2.6 0.7 0.5
0.1 -1.2 -0.1
-1.2 1.6 -0.2
1.2 -0.6 1.4
1.7 0.0 -0.3
-0.6 1.0 -0.1
-1.3 -1.1 -2.5
1.0 0.8 -0.4
0.9 0.2 1.0
-1.1 -0.2 0.7
-0.7 -1.4 -1.0
-1.2 0.4 -0.3
-0.6 -0.3 0.3
-0.7 -0.5 -0.2
0.6 0.3 0.2

DFT (the ωB97M-V functional and the def2-TZVPD basis) results for an isolated ion of composition C6H12N3O2 and charge +1.

The HOMO-LUMO gap comes out at 11.1 eV. The calculation puts the relative energy (zero: lowest compared OMol25 entry of this formula, charge and spin) at 43.1 kcal per mole. Its electronic energy is -14974.5598 eV. The total charge is +1. The SMILES is CN1C(=O)N(C)[N+](C)(C)C1=O.

Atoms and positions in Å:
C 0.151146 -0.808621 1.433370
C -1.079444 -0.518072 -0.492882
C -1.680590 -2.397156 0.960789
C 1.944856 1.024627 0.930778
C -0.683131 1.883309 -0.797355
C 0.891300 0.247774 -1.666668
N -0.872743 -1.232271 0.625437
N 0.586573 0.592073 0.733449
N -0.006266 0.593136 -0.541939
O 0.625777 -1.225708 2.418010
O -1.869462 -0.626926 -1.362838
H -1.070282 -3.298933 0.913189
H -2.071610 -2.286345 1.970913
H -2.497951 -2.465361 0.246306
H 2.687519 0.416086 0.408612
H 2.039368 2.068307 0.634900
H 2.131257 0.954700 2.000982
H -1.313813 2.129729 0.055003
H 0.060689 2.665360 -0.929540
H -1.296434 1.799496 -1.692913
H 0.295912 0.141753 -2.573125
H 1.627067 1.037349 -1.811727
H 1.400262 -0.694307 -1.462749

Forces on the atoms, in the same order (eV/Å):
1.2 3.8 -2.0
0.1 0.3 -0.1
-0.3 -0.5 0.2
0.4 0.1 -0.2
-0.6 0.7 -0.1
0.6 -0.3 -0.7
-0.1 -0.4 0.2
-1.3 -3.2 2.4
-0.3 -0.2 -0.2
-0.1 -0.3 0.2
0.0 0.0 0.0
0.0 0.1 0.0
0.0 0.0 -0.1
0.1 0.0 0.0
0.0 0.0 0.0
0.1 0.0 0.1
0.0 0.0 0.0
0.1 -0.1 0.0
0.1 -0.1 0.0
0.1 -0.1 0.0
-0.1 0.1 0.1
-0.1 0.0 0.1
-0.1 0.0 0.1

DFT (the ωB97M-V functional and the def2-TZVPD basis) results for an isolated ion of composition C6H12N3O2S and charge +1.

The HOMO-LUMO gap comes out at 8.9 eV. The calculation puts the relative energy (zero: lowest compared OMol25 entry of this formula, charge and spin) at 24.7 kcal per mole. Its electronic energy is -25809.8314 eV. The total charge is +1.

Atoms and positions in Å:
C 1.077162 0.944382 2.079882
C 0.466750 2.195235 2.225153
C 1.099735 0.165964 0.887185
C -0.324526 -2.105560 -1.234492
C -1.999482 -2.156419 -3.144877
C -0.687034 -2.743605 -2.557585
N 0.514665 0.577922 -0.223616
N 0.120433 2.604147 3.450771
N 0.343420 3.232770 1.226374
O 1.921693 -0.902546 0.877954
O -0.619581 -2.497695 -0.135749
S 0.550404 -0.466977 -1.647855
H 1.632108 0.402860 2.822371
H -2.061811 -2.431208 -4.268555
H -2.899093 -2.696463 -2.648741
H -2.073064 -1.041334 -2.833050
H 0.098839 -2.562793 -3.268537
H -0.832610 -3.821798 -2.502927
H -0.155577 1.362311 -0.200392
H 0.061703 1.846762 4.161083
H -0.103384 3.586045 3.591942
H 0.222751 4.192042 1.529130
H 0.950663 3.297150 0.405009
H 2.695836 -0.981192 1.409522

Forces on the atoms, in the same order (eV/Å):
-0.4 -1.2 -2.1
1.1 2.8 -0.6
2.5 1.6 2.5
-1.0 -0.3 1.2
-1.5 -0.1 0.6
-0.5 0.1 -0.4
-0.5 -1.9 -1.6
0.0 -1.1 -0.1
0.3 -1.7 0.5
-2.8 0.2 -2.6
0.7 1.1 -1.4
-0.3 0.2 0.4
-0.4 0.6 1.0
0.1 1.1 1.9
1.5 1.0 -0.8
-0.1 -1.8 -1.3
0.6 0.1 -0.3
0.4 0.0 0.5
0.4 -0.9 0.1
-0.1 1.5 -0.5
0.0 -0.7 0.5
-0.5 -0.4 0.5
-0.1 -0.9 0.6
0.6 0.7 1.2

DFT (the ωB97M-V functional and the def2-TZVPD basis) results for an isolated ion of composition C6H12N3O2S and charge +1.

The HOMO-LUMO gap comes out at 9.0 eV. The calculation puts the relative energy (zero: lowest compared OMol25 entry of this formula, charge and spin) at 0.0 kcal per mole. Its electronic energy is -25810.9016 eV. The total charge is +1.

Atoms and positions in Å:
C 2.705336 0.734114 0.152196
C 3.268225 -0.518947 -0.026859
C 1.378291 1.107003 0.001848
C -1.040850 0.591408 -0.261504
C -4.557356 -0.350559 0.791310
C -3.786331 0.015427 -0.454056
N 0.294918 0.271507 -0.190062
N 4.525198 -0.669248 0.317471
N 2.835359 -1.531346 -0.833839
O 1.051945 2.375621 0.356750
O -1.469574 1.687995 -0.290004
S -2.035962 -0.802394 -0.353905
H 3.369250 1.553048 0.430626
H -4.756172 -1.420905 0.706590
H -4.132574 0.056877 1.625567
H -5.546500 -0.066128 0.843814
H -3.455166 1.068267 -0.501324
H -4.240928 -0.314635 -1.470410
H 0.427974 -0.748371 -0.028707
H 4.915503 -0.097786 1.028896
H 4.959597 -1.524369 0.072158
H 3.289428 -2.405719 -0.882076
H 1.869652 -1.634862 -1.081799
H 0.130745 2.624011 0.047315

Forces on the atoms, in the same order (eV/Å):
-1.7 1.2 0.1
0.4 -1.0 -2.4
-1.2 1.4 1.9
-0.4 -1.4 -0.2
0.1 -2.1 -2.8
0.8 0.2 -1.5
2.0 -2.0 0.1
0.4 -0.1 0.6
-1.6 1.1 0.6
0.2 -1.0 -1.5
-0.2 3.5 0.0
-1.7 -1.0 -0.2
-0.2 -0.3 0.0
0.8 -0.3 1.0
1.5 0.3 2.4
-2.3 1.6 -0.7
-0.6 -0.5 -0.1
0.8 0.5 1.9
0.1 1.3 -0.3
0.5 0.4 0.3
0.8 -0.5 0.1
0.8 -0.8 0.3
-0.1 0.4 -0.3
0.7 -0.6 0.4

DFT (the ωB97M-V functional and the def2-TZVPD basis) results for C6H12N3OS as an isolated structure.

The HOMO-LUMO gap comes out at 8.4 eV. The calculation puts the relative energy (zero: lowest compared OMol25 entry of this formula, charge and spin) at 156.5 kcal per mole. Its electronic energy is -23755.8799 eV. The total charge is +1.

Atoms and positions in Å:
C -1.434586 -1.731273 -0.350741
C 0.447948 -0.171048 0.788287
C 2.571623 -1.524757 0.702651
C 1.719145 1.294067 -0.707991
C -2.575577 0.235347 -1.180827
C -1.218404 1.432543 1.174745
N -1.638735 -0.466630 -0.320049
N -0.743520 0.216513 0.493492
N 2.495050 1.620606 0.140033
O 0.989811 0.928595 -1.513095
S 0.815006 -1.798462 0.456101
H -1.891923 -2.360011 -1.144722
H 2.691109 -1.749927 1.821350
H 2.881053 -0.463024 0.501631
H -2.247425 0.206953 -2.284664
H -3.577396 -0.265481 -1.050741
H -2.720337 1.351482 -1.032700
H -0.465177 2.133087 1.563801
H -1.943962 1.221865 1.914185
H -1.789824 2.080271 0.420151
H 3.173346 -2.213255 0.092795
H 3.415221 1.948215 0.420620
H 1.047546 -1.925671 -0.904317

Forces on the atoms, in the same order (eV/Å):
0.8 -0.4 -0.6
-1.8 0.2 1.4
1.4 0.3 1.8
3.8 1.7 1.8
-1.6 1.6 -2.2
-1.2 2.5 -2.5
-1.0 -2.0 -1.3
1.3 2.2 2.1
-0.2 0.4 -0.2
-2.0 -0.8 -2.0
1.4 -1.0 -1.7
-0.5 0.9 0.6
0.3 0.4 -1.6
-0.4 -1.4 0.3
-0.3 -0.4 1.8
1.1 0.6 -0.3
0.4 -1.6 0.4
0.3 -1.1 -0.2
-0.5 -0.7 1.0
0.9 -0.9 1.0
-0.3 0.0 0.3
-0.8 -0.1 -0.5
-0.9 -0.2 0.6

DFT (the ωB97M-V functional and the def2-TZVPD basis) results for a 2-piece molecular cluster, C6H12N4 overall.

The HOMO-LUMO gap (alpha / beta) comes out at 8.0 / 7.8 eV. The calculation puts the relative energy (zero: lowest compared OMol25 entry of this formula, charge and spin) at 172.1 kcal per mole. Its electronic energy is -12369.0679 eV. The total charge is 0.

Atoms and positions in Å:
C 0.614244 1.724634 1.748690
C -1.834954 -0.913417 -1.350323
C -2.950118 -0.004599 -0.897400
C -1.531723 0.339378 -0.653031
C 2.005616 0.268970 -0.777594
C 1.372088 -0.825583 0.066713
N 1.605308 -1.639728 2.248418
N -0.367385 1.237037 1.171846
N 1.868899 -1.074672 1.180303
N -0.787891 0.202352 0.593571
H 0.549281 2.727618 2.246867
H 1.492032 1.092435 1.757937
H -1.447503 -1.784958 -0.833162
H -1.760945 -0.898319 -2.436850
H -3.623167 0.584122 -1.563985
H -3.511222 -0.563723 -0.136469
H -1.250034 1.237119 -1.385509
H 2.462775 1.117175 -0.213211
H 2.855603 0.015041 -1.292607
H 1.321144 0.529755 -1.618849
H 0.493823 -1.211214 -0.343656
H 2.424128 -2.159424 2.488303

Forces on the atoms, in the same order (eV/Å):
1.2 0.5 1.0
0.3 0.3 -2.2
-1.9 -1.7 1.7
1.8 3.6 -1.4
-1.5 1.0 0.4
1.4 2.1 -1.3
-1.6 -1.0 1.7
-2.8 1.4 -1.2
1.8 0.8 -1.2
-1.0 -0.6 -0.1
0.0 -1.2 -0.5
0.7 0.4 0.3
-1.0 -0.2 0.0
0.7 -0.3 0.2
1.1 -0.6 0.3
0.1 0.9 0.2
-0.1 -1.8 1.9
-1.3 -0.3 -0.2
2.2 -1.7 -1.3
0.2 0.5 1.0
-1.1 -1.4 -0.3
0.7 -0.6 0.7

DFT (the ωB97M-V functional and the def2-TZVPD basis) results for an isolated ion of composition C6H12N5 and charge +1.

The HOMO-LUMO gap comes out at 8.9 eV. The calculation puts the relative energy (zero: lowest compared OMol25 entry of this formula, charge and spin) at 6.1 kcal per mole. Its electronic energy is -13858.9891 eV. The total charge is +1. The SMILES is CCn1ncnc(N)/c1=[NH+]/C.

Atoms and positions in Å:
C 2.131765 -1.148630 -0.779180
C 0.902723 -1.535476 1.153336
C -0.114149 -0.547873 0.597030
C 0.735264 2.226148 -1.907121
C -2.559419 0.143951 0.512706
C -0.203365 1.471620 -0.951473
N 1.430507 -0.176754 -1.172552
N 1.958431 -1.751876 0.418765
N 0.419565 0.202001 -0.396423
N 0.674871 -2.366597 2.240550
N -1.396131 -0.575621 0.942009
H 2.958070 -1.491147 -1.384982
H 0.651193 1.995156 -2.906972
H 0.567670 3.243619 -1.726569
H 1.742931 2.139354 -1.663223
H -2.467920 0.139855 -0.567270
H -2.427489 1.207152 0.926910
H -3.392385 -0.356483 0.900910
H -0.599916 1.870427 0.048199
H -1.116760 1.346385 -1.586031
H 0.144029 -1.986631 3.074585
H 1.523791 -2.913186 2.462690
H -1.563276 -1.135398 1.764105

Forces on the atoms, in the same order (eV/Å):
0.7 -1.1 1.2
-0.5 0.0 -1.0
1.3 -0.9 -0.6
-0.5 0.2 3.0
2.2 2.9 -0.5
-1.5 -0.2 0.9
0.3 0.7 -0.9
-0.3 -0.7 1.0
-1.9 0.2 -0.6
-0.3 1.6 0.6
1.4 -1.0 1.8
-0.1 0.0 -0.1
-0.7 -0.7 -2.0
-0.7 1.7 -0.2
1.8 -0.5 0.6
-0.9 0.2 -0.1
-1.0 -1.4 -0.8
-1.3 -0.5 0.3
1.0 0.8 -1.8
0.6 -0.8 0.8
1.1 -0.7 -1.5
-0.8 0.4 0.0
0.1 -0.1 0.0

DFT (the ωB97M-V functional and the def2-TZVPD basis) results for a 2-piece molecular cluster, C6H12NO overall.

The HOMO-LUMO gap (alpha / beta) comes out at 6.2 / 9.2 eV. The calculation puts the relative energy (zero: lowest compared OMol25 entry of this formula, charge and spin) at 136.5 kcal per mole. Its electronic energy is -9941.1836 eV. The total charge is +1.

Atoms and positions in Å:
C -1.066025 -2.926328 0.117139
C -0.705825 -1.741956 -0.085067
C -0.051321 0.146982 -1.696932
C -1.946647 0.981707 0.934082
C 2.542899 0.136856 0.605886
C -0.407645 -0.420783 -0.405407
N -0.556515 0.550114 0.661419
O 2.515530 1.015351 -0.379576
H -1.360975 -3.826082 0.573610
H 0.040044 -0.538476 -2.507893
H -0.846387 0.882913 -1.943893
H 0.858713 0.583766 -1.722302
H -1.977479 1.849915 1.691319
H -2.395072 1.238931 -0.110067
H -2.572389 0.143864 1.268475
H 2.994341 -0.848742 0.551427
H 1.983034 0.351437 1.419596
H -0.030453 1.445294 0.522945
H -0.049605 0.323675 1.511593
H 3.031774 0.651569 -1.006352

Forces on the atoms, in the same order (eV/Å):
1.2 4.1 -0.1
-1.0 -2.1 0.2
-3.2 -0.3 -0.7
-2.1 1.0 -0.9
0.8 -2.1 -0.3
0.6 -1.9 0.4
0.8 2.3 1.2
-2.2 2.2 2.3
-0.1 -0.8 -0.1
-0.6 -1.0 -0.3
0.6 -0.1 -0.3
2.8 2.0 0.5
0.1 -1.4 -1.4
0.8 0.1 2.0
0.6 0.2 0.2
0.2 0.3 -0.4
-1.4 0.9 2.5
-0.3 -0.7 -1.1
-0.4 -1.2 0.5
2.9 -1.3 -4.0

DFT (the ωB97M-V functional and the def2-TZVPD basis) results for C6H12NO as an isolated structure.

The HOMO-LUMO gap comes out at 6.3 eV. The calculation puts the relative energy (zero: lowest compared OMol25 entry of this formula, charge and spin) at 192.3 kcal per mole. Its electronic energy is -9938.7638 eV. The total charge is +1.

Atoms and positions in Å:
O 1.762722 1.400111 0.507059
C 1.864538 0.693860 -0.525983
C 0.479344 -0.351715 -0.399072
C -0.734672 0.837943 -0.521462
C -0.914404 -0.152056 0.440288
C -0.714805 0.227935 1.847723
C -1.743253 -1.354153 0.026519
N 0.054099 -1.132434 -1.447989
H 2.708729 0.006129 -0.615031
H 1.781653 1.186494 -1.496043
H -1.175656 0.702563 -1.489098
H -0.438437 1.836994 -0.256519
H -0.042114 1.077627 1.891545
H -0.268160 -0.570094 2.407795
H -2.699958 -1.161332 -0.435190
H 0.652161 -1.945221 -1.567385
H -1.061601 -1.622355 -0.837000
H -1.670840 0.474771 2.293694
H 0.929551 -0.955508 0.336636
H -1.771348 -2.194450 0.700148

Forces on the atoms, in the same order (eV/Å):
-0.4 -0.3 0.2
3.2 2.3 -0.5
-1.2 -2.9 -3.4
-0.9 0.6 0.4
-2.4 1.7 1.0
0.5 -0.1 0.1
-0.1 -0.9 -0.1
2.7 1.6 -0.4
-0.1 -0.7 0.4
-0.8 0.1 -0.4
0.2 -0.1 -0.4
0.5 0.1 0.3
0.0 0.3 0.2
0.1 -0.6 0.4
-0.4 0.4 0.4
0.3 -0.4 -0.1
-1.7 -1.2 0.0
-0.3 0.1 0.1
0.9 0.0 1.4
0.0 -0.1 0.4

DFT (the ωB97M-V functional and the def2-TZVPD basis) results for an isolated ion of composition C6H12NO and charge +1.

The HOMO-LUMO gap comes out at 9.0 eV. The calculation puts the relative energy (zero: lowest compared OMol25 entry of this formula, charge and spin) at 99.4 kcal per mole. Its electronic energy is -9942.7923 eV. The total charge is +1. The SMILES is CC(=[N+]=O)C(C)(C)C.

Atoms and positions in Å:
C 0.155613 1.236512 -0.233894
C 0.141156 1.831777 1.159829
C -1.465510 -0.635149 0.407944
C 1.044881 -1.012519 0.749757
C 0.251144 -1.077518 -1.528896
C -0.030746 -0.472201 -0.173332
N 0.141278 1.729207 -1.336092
O 0.189466 1.817085 -2.489588
H -0.956277 1.897463 1.451358
H 0.731295 2.736261 1.280952
H 0.734794 1.098889 1.895099
H -1.390124 -1.575597 0.927546
H -2.066461 -0.662431 -0.471333
H -1.843056 0.131874 1.030059
H 1.956902 -0.559871 0.495056
H 0.801573 -0.774126 1.755215
H 0.999633 -2.094421 0.727615
H -0.384275 -1.954588 -1.646199
H -0.284609 -0.476488 -2.258537
H 1.273323 -1.184159 -1.742558

Forces on the atoms, in the same order (eV/Å):
0.2 -0.7 2.5
0.5 -1.4 1.6
1.8 -0.5 -1.8
-1.5 0.5 0.5
-3.3 1.0 0.1
0.2 0.2 0.2
0.3 -1.0 -1.2
-0.1 0.7 0.2
1.7 0.3 -0.1
-0.6 0.4 -0.5
-1.8 1.5 -1.8
-0.6 -0.4 0.2
-1.1 -0.4 -0.4
0.0 0.6 0.8
1.6 -0.1 -0.3
0.0 0.2 1.1
0.4 -0.2 -0.5
0.6 -0.7 0.3
0.4 0.3 -0.7
1.2 -0.4 -0.4